68
Properties=species:S:1:pos:R:3:forces:R:3:mulliken_charge:R:1 method="wB97M-V/def2-TZVPD" gap_ha=0.280 charge=+1 relative_energy_kj_mol=124.6 e_tot_ha=-2425.73733
C 1.207 -4.063 -3.210 0.0 0.0 0.0 -1.289
N 1.731 -3.923 -1.866 0.0 -0.3 0.0 0.479
C 0.748 -4.342 -0.889 0.0 0.1 -0.1 -1.167
C 3.016 -4.595 -1.699 0.2 0.1 -0.2 -0.872
C 4.163 -3.695 -2.162 -0.2 -0.1 0.2 -0.676
C 4.437 -2.549 -1.183 0.4 -0.3 -0.2 -1.154
N 3.238 -1.945 -0.614 0.5 -0.1 0.2 0.306
C 3.028 -2.054 0.745 -0.1 0.1 0.0 -0.321
O 3.734 -2.721 1.462 -0.1 0.0 0.1 -0.578
C 1.912 -1.222 1.309 -0.1 0.2 0.9 0.864
C 0.805 -1.837 1.888 0.1 0.1 0.1 -0.548
C -0.187 -1.069 2.468 0.0 -0.3 0.0 -0.902
C -0.029 0.305 2.499 -0.6 0.5 0.3 0.185
S -1.318 1.278 3.224 0.3 -0.5 -0.4 1.613
O -2.149 0.526 4.094 0.0 -0.4 -0.1 -0.669
O -0.912 2.598 3.539 0.3 0.1 -0.2 -0.568
N -2.445 1.465 1.683 0.5 -0.4 0.5 -0.106
C -3.852 1.626 2.091 -0.8 0.1 0.6 -0.938
C -3.991 2.849 2.986 0.1 0.0 0.0 -1.163
C -3.279 4.051 2.429 0.0 0.1 -0.1 0.760
C -3.557 5.314 2.936 0.1 0.0 -0.1 -0.842
C -2.890 6.429 2.467 0.0 0.0 0.1 -0.655
C -1.926 6.293 1.481 0.0 0.0 -0.1 -0.718
C -1.638 5.040 0.974 0.0 -0.1 0.0 -0.887
C -2.309 3.917 1.444 -0.2 0.1 0.0 1.318
C -1.988 2.575 0.838 0.3 0.7 -0.5 -1.041
C 1.101 0.934 2.006 0.2 0.1 -0.1 -0.748
C 2.080 0.160 1.412 -0.1 -0.1 0.2 -0.376
C 2.289 -1.397 -1.422 -0.6 0.8 -0.7 0.295
N 1.124 -1.037 -1.004 0.1 -0.4 0.2 0.267
C 0.400 -0.437 -1.983 0.1 0.2 -0.8 -1.006
C -0.895 0.059 -1.884 0.0 0.1 -0.2 0.142
F -1.551 -0.013 -0.682 0.1 -0.1 -0.1 -0.292
C -1.524 0.638 -2.962 0.0 -0.1 0.2 -0.700
C -0.856 0.736 -4.180 0.1 0.0 0.0 -0.578
C 0.437 0.270 -4.323 0.1 0.0 -0.1 -0.834
C 1.055 -0.308 -3.229 -0.3 0.0 0.4 1.432
S 2.655 -0.975 -3.099 -0.1 0.1 0.3 -0.342
H 1.942 -3.725 -3.937 0.0 0.0 -0.1 0.386
H 0.312 -3.448 -3.308 0.0 0.0 -0.1 0.316
H 0.941 -5.104 -3.446 0.0 0.0 0.0 0.370
H 1.178 -4.269 0.108 0.0 0.0 0.1 0.291
H -0.113 -3.676 -0.949 -0.1 0.0 0.0 0.279
H 0.407 -5.374 -1.048 0.0 0.0 0.1 0.399
H 3.044 -5.542 -2.256 0.0 0.0 0.1 0.503
H 3.160 -4.826 -0.641 0.0 -0.1 0.0 0.409
H 5.075 -4.288 -2.239 0.1 0.0 -0.1 0.505
H 3.943 -3.304 -3.155 0.1 -0.1 -0.1 0.322
H 5.005 -2.923 -0.328 -0.1 0.1 -0.2 0.619
H 5.017 -1.765 -1.679 0.0 0.0 0.1 0.232
H 0.713 -2.910 1.869 0.0 -0.1 0.0 0.506
H -1.061 -1.516 2.914 -0.1 -0.2 0.0 0.562
H -2.330 0.588 1.168 0.1 0.0 0.0 0.360
H -4.464 1.736 1.190 0.2 -0.1 0.0 0.521
H -4.160 0.728 2.630 0.1 0.0 -0.2 0.424
H -3.578 2.626 3.974 -0.2 0.0 0.0 0.448
H -5.051 3.073 3.120 0.0 -0.1 0.0 0.619
H -4.305 5.417 3.708 -0.1 0.0 0.1 0.473
H -3.118 7.403 2.871 0.0 0.1 0.0 0.414
H -1.399 7.158 1.112 0.1 0.1 0.0 0.428
H -0.887 4.927 0.206 0.1 0.0 -0.1 0.462
H -2.469 2.491 -0.144 0.1 -0.2 0.2 0.550
H -0.910 2.474 0.690 -0.1 -0.1 0.0 0.379
H 1.206 2.002 2.110 0.1 0.1 0.0 0.615
H 2.971 0.626 1.020 0.1 0.1 -0.1 0.538
H -2.533 1.004 -2.860 -0.1 0.0 0.0 0.504
H -1.358 1.186 -5.020 -0.1 0.1 -0.1 0.414
H 0.956 0.352 -5.265 0.0 0.0 -0.1 0.461

***

17
Properties=species:S:1:pos:R:3:forces:R:3:mulliken_charge:R:1 method="wB97M-V/def2-TZVPD" gap_ha=0.341 charge=0 relative_energy_kj_mol=90.8 e_tot_ha=-649.04743
C 1.292 -1.470 -0.099 0.2 0.2 -0.8 -0.805
S 1.785 -0.075 0.950 -0.3 -0.2 0.2 -0.066
C 3.501 0.129 0.453 0.2 0.0 0.2 -0.854
H 0.629 -1.056 -0.852 -0.4 -0.3 0.0 0.233
H 0.851 -2.344 0.373 -0.1 0.3 0.4 0.317
H 2.157 -1.821 -0.655 0.3 -0.1 0.1 0.317
H 3.653 -0.058 -0.605 -0.1 0.0 -0.1 0.285
H 3.803 1.150 0.673 -0.1 0.1 0.0 0.303
H 4.133 -0.532 1.031 0.2 -0.2 0.0 0.281
N -3.223 1.039 -1.641 -0.2 -1.0 -0.8 -0.633
C -3.219 0.259 -0.418 -0.4 0.9 1.6 -0.203
O -1.914 0.233 0.129 -0.2 -0.3 -0.6 -0.500
H -4.140 0.928 -2.074 -0.1 0.5 0.2 0.241
H -2.636 0.557 -2.324 0.2 0.1 0.2 0.218
H -3.870 0.787 0.304 0.0 0.1 -0.3 0.262
H -3.640 -0.747 -0.414 0.5 -0.4 -0.6 0.282
H -1.535 1.080 -0.135 0.2 0.0 0.2 0.322

***

95
Properties=species:S:1:pos:R:3:forces:R:3:mulliken_charge:R:1 method="wB97M-V/def2-TZVPD" gap_ha=0.282 charge=-1 e_tot_ha=-2736.13335
C -1.084 -1.121 0.754 0.4 -0.2 0.7 -0.907
C -1.258 -2.140 0.150 -0.5 0.1 -0.5 -1.903
C -1.473 -3.390 -0.598 0.7 0.3 0.0 2.496
O -0.990 -4.452 0.252 -0.1 0.1 0.1 -0.710
O -2.744 -3.586 -1.016 0.0 -0.2 0.1 -0.948
B -2.677 -4.767 -1.953 -0.2 -0.2 -0.3 1.335
C -3.144 -6.130 -1.193 0.0 0.1 0.0 -1.002
C -4.470 -5.923 -0.432 -0.1 -0.1 -0.2 -0.394
C -4.369 -5.948 1.068 0.0 0.1 0.1 0.731
F -5.587 -6.172 1.639 -0.2 0.0 0.0 -0.331
F -3.573 -6.928 1.542 0.1 -0.2 0.0 -0.305
F -3.924 -4.806 1.608 0.1 0.1 0.0 -0.241
C -3.570 -4.561 -3.346 0.0 0.1 0.3 -0.644
C -4.757 -3.669 -3.318 0.0 0.1 0.1 0.518
O -4.894 -2.619 -2.736 0.0 0.0 -0.2 -0.599
O -5.793 -4.135 -4.092 0.0 0.0 -0.1 -0.512
O -1.200 -4.809 -2.322 -0.1 0.2 0.0 -0.728
C -0.648 -3.610 -1.909 -0.5 -1.6 -0.4 1.098
O -0.852 -2.718 -2.992 0.4 0.6 0.2 -0.645
C -0.664 -1.313 -2.754 -0.2 0.0 -0.2 -0.441
C -1.997 -0.582 -2.540 0.3 0.1 0.2 -0.084
C -2.305 0.432 -3.635 -0.3 0.3 0.3 -0.895
C -1.259 1.566 -3.684 -0.4 -0.3 -0.3 -0.919
P 1.146 -3.911 -1.608 0.3 0.6 0.7 0.821
O 1.703 -3.153 -0.470 -0.1 -0.1 -0.3 -0.758
O 1.432 -5.475 -1.509 0.2 0.0 -0.1 -0.521
O 1.815 -3.553 -3.032 0.0 -0.1 0.0 -0.658
H -0.808 -0.385 1.475 -0.2 0.2 -0.2 0.683
H -0.595 -4.051 1.033 0.0 0.0 0.0 0.419
H -3.301 -6.939 -1.913 0.1 0.0 0.0 0.255
H -2.367 -6.476 -0.512 0.0 0.1 0.0 0.394
H -5.205 -6.692 -0.680 0.0 -0.1 0.0 0.279
H -4.932 -4.967 -0.692 0.0 0.0 0.1 0.065
H -3.892 -5.536 -3.715 0.0 0.0 -0.1 0.228
H -2.901 -4.144 -4.105 0.0 0.1 0.1 0.280
H -6.439 -3.414 -4.088 -0.1 -0.1 0.1 0.354
H 0.034 -1.160 -1.926 0.0 0.0 0.0 0.339
H -0.201 -0.927 -3.668 0.1 0.0 0.0 0.453
H -1.940 -0.034 -1.597 -0.1 0.0 0.0 0.165
H -2.794 -1.316 -2.411 0.0 0.0 -0.1 -0.131
H -3.275 0.874 -3.390 -0.1 -0.1 -0.1 0.429
H -2.431 -0.042 -4.612 0.1 -0.1 0.0 0.321
H -0.598 1.449 -4.544 0.2 0.0 0.1 0.294
H -0.678 1.576 -2.765 0.1 0.1 -0.1 0.231
H -1.740 2.540 -3.794 0.0 0.0 0.0 0.393
H 2.031 -5.765 -2.205 -0.1 -0.1 -0.1 0.301
H 1.247 -2.912 -3.482 -0.1 -0.1 -0.1 0.394
C 5.603 4.420 -1.732 0.0 0.0 0.0 -0.716
O 4.727 5.369 -1.162 0.0 -0.1 0.0 -0.330
C 4.340 6.425 -2.030 0.0 0.2 0.1 -0.805
C 2.885 6.313 -2.429 0.0 -0.1 0.0 -0.157
N 2.662 5.178 -3.309 0.0 0.0 0.1 -0.310
C 1.260 4.856 -3.558 0.1 0.0 -0.1 -0.803
C 0.384 4.456 -2.377 -0.2 0.0 0.0 -0.507
O 0.714 3.208 -1.806 0.2 0.1 0.1 -0.320
C 1.766 3.222 -0.862 -0.1 -0.1 0.0 -0.338
H 5.963 3.788 -0.922 0.0 0.0 0.0 0.238
H 5.108 3.784 -2.473 0.0 0.0 0.0 0.300
H 6.461 4.906 -2.207 0.0 0.0 0.0 0.338
H 4.982 6.453 -2.916 0.0 0.0 0.0 0.405
H 4.479 7.361 -1.481 0.0 0.0 0.0 0.390
H 2.596 7.229 -2.955 0.0 0.0 0.0 0.352
H 2.293 6.261 -1.504 0.0 0.1 0.0 0.179
H 3.117 4.363 -2.918 0.0 0.0 0.0 0.084
H 1.239 4.029 -4.271 0.0 0.0 0.0 0.416
H 0.796 5.716 -4.054 0.0 0.0 0.0 0.392
H -0.633 4.346 -2.759 0.0 0.0 0.0 0.309
H 0.347 5.230 -1.599 0.1 0.0 0.0 0.378
H 1.787 4.157 -0.293 0.0 0.0 0.0 0.270
H 2.743 3.067 -1.328 0.0 0.1 0.0 0.199
H 1.594 2.395 -0.173 0.0 0.0 0.0 0.017
C 1.534 -0.138 3.201 -0.1 0.0 -0.1 -0.605
O 0.397 0.311 3.914 0.1 0.0 0.0 -0.292
C 0.050 -0.476 5.044 -0.2 -0.1 0.0 -0.813
C 0.306 0.277 6.331 0.1 0.0 0.0 -0.244
N 1.732 0.456 6.568 -0.1 0.1 -0.1 -0.299
C 2.064 1.375 7.647 0.1 -0.1 0.0 -0.699
C 1.624 2.830 7.525 0.0 0.1 0.2 -0.469
O 2.288 3.560 6.513 0.0 0.0 -0.1 -0.431
C 1.757 3.419 5.208 0.0 0.1 0.0 -0.493
H 1.564 0.420 2.266 0.0 0.0 0.0 -0.036
H 2.468 0.044 3.745 0.0 -0.1 0.0 0.356
H 1.460 -1.203 2.964 0.0 0.0 0.0 0.424
H 0.587 -1.429 5.032 0.1 0.0 0.0 0.394
H -1.020 -0.693 4.975 0.0 0.0 0.0 0.405
H -0.122 -0.290 7.164 0.0 0.0 0.0 0.388
H -0.237 1.230 6.263 -0.1 0.0 0.0 0.168
H 2.168 0.780 5.714 0.0 0.0 0.0 0.084
H 3.152 1.371 7.754 0.0 0.0 0.0 0.374
H 1.653 0.971 8.580 0.0 0.0 0.0 0.393
H 1.884 3.326 8.464 0.0 0.0 0.0 0.347
H 0.537 2.924 7.407 0.0 0.0 -0.1 0.346
H 0.672 3.280 5.228 0.0 0.0 0.0 0.265
H 2.208 2.584 4.665 -0.1 0.0 0.0 0.164
H 1.983 4.335 4.664 0.0 0.0 0.0 0.289

***

53
Properties=species:S:1:pos:R:3:forces:R:3:mulliken_charge:R:1 method="wB97M-V/def2-TZVPD" gap_ha="0.262 / 0.243" charge=-1 relative_energy_kj_mol=14.9 spin_multiplicity=3 e_tot_ha=-2141.13998
Pt -0.241 -1.017 0.865 -0.6 0.1 -0.3 0.705
O 2.235 -2.418 4.099 -0.1 -0.1 -0.1 -0.765
C 1.471 -2.188 3.165 0.1 0.0 0.1 0.173
O 1.313 -1.085 2.547 0.0 0.1 -0.1 -0.785
C 0.606 -3.347 2.659 0.1 0.1 0.0 0.489
C 0.658 -4.621 3.198 0.0 0.0 0.0 -0.532
C -0.156 -5.604 2.655 0.0 0.1 0.0 -0.245
C -0.991 -5.289 1.593 0.0 -0.1 0.0 -0.558
C -0.993 -3.992 1.107 -0.1 0.0 -0.1 0.492
N -0.203 -3.064 1.643 0.1 0.0 0.2 -0.065
C -1.877 -3.560 -0.068 0.0 -0.1 0.0 0.076
O -2.473 -4.445 -0.680 0.0 0.0 0.1 -0.761
O -1.904 -2.310 -0.305 0.1 0.1 0.1 -0.563
H 1.335 -4.803 4.021 0.0 0.0 0.0 0.484
H -0.133 -6.609 3.059 0.0 0.0 0.0 0.409
H -1.643 -6.011 1.122 0.0 0.0 0.0 0.494
C 1.165 -1.977 -2.327 -0.1 0.0 0.0 -1.302
C -0.122 -1.180 -2.546 0.1 -0.1 0.3 -0.685
P -0.391 0.042 -1.197 0.0 0.2 0.0 0.626
C 0.676 1.458 -1.704 0.0 -0.2 0.2 0.155
C 0.426 2.023 -3.100 0.0 0.0 0.1 -1.336
C -2.099 0.701 -1.442 0.0 -0.3 -0.1 -0.619
C -2.926 0.025 -2.535 0.1 0.1 0.0 -1.450
H 1.225 -2.806 -3.033 0.0 0.0 0.0 0.402
H 1.169 -2.390 -1.316 0.1 0.0 0.0 0.171
H 2.058 -1.360 -2.444 0.0 0.0 0.0 0.325
H -0.972 -1.860 -2.499 0.0 0.0 0.0 0.412
H -0.121 -0.678 -3.514 -0.1 0.0 0.0 0.540
H 1.716 1.137 -1.600 0.0 0.0 0.1 0.467
H 0.516 2.236 -0.957 0.0 0.0 0.1 -0.215
H 0.744 1.334 -3.883 0.0 0.0 0.0 0.317
H 0.987 2.951 -3.223 0.0 0.0 -0.1 0.449
H -0.630 2.254 -3.254 0.0 0.0 0.0 0.250
H -2.026 1.778 -1.611 0.0 0.0 0.0 0.635
H -2.593 0.553 -0.484 0.0 0.1 0.1 0.406
H -2.440 0.072 -3.512 0.0 0.0 0.0 0.301
H -3.895 0.523 -2.615 0.0 0.0 0.0 0.439
H -3.103 -1.019 -2.278 0.0 0.0 0.0 0.254
O 3.328 5.631 1.514 0.1 0.1 -0.1 -0.501
C 2.164 5.552 0.818 0.0 0.1 -0.1 0.528
O 1.901 6.414 0.021 0.0 0.0 0.0 -0.595
C 1.298 4.391 1.121 -0.1 -0.2 0.0 0.838
C -0.074 4.505 0.895 0.2 0.2 0.0 -0.709
C -0.928 3.458 1.176 0.0 -0.1 0.0 -0.420
C -0.431 2.235 1.651 0.2 0.3 0.1 0.161
S -1.496 0.900 1.979 0.1 -0.6 -0.2 -0.414
C 0.953 2.122 1.875 -0.2 -0.1 0.0 -0.559
C 1.797 3.182 1.620 0.0 0.1 -0.1 -0.919
H 3.359 4.931 2.176 0.0 -0.1 0.0 0.339
H -0.444 5.444 0.504 -0.1 0.0 0.0 0.403
H -1.994 3.563 1.018 0.0 0.0 0.0 0.421
H 1.335 1.182 2.254 0.1 0.0 0.0 0.503
H 2.862 3.037 1.772 0.0 0.0 0.0 0.334

***

9
Properties=species:S:1:pos:R:3:forces:R:3:mulliken_charge:R:1 method="wB97M-V/def2-TZVPD" gap_ha="0.329 / 0.274" charge=0 relative_energy_kj_mol=316.4 e_tot_ha=-246.86153
C 0.998 -0.046 -0.044 -3.4 -3.0 0.4 -0.200
C -1.470 -0.949 0.022 4.5 -1.3 0.1 -0.164
C -1.065 0.968 0.068 0.1 1.5 -0.4 0.267
C -0.023 -1.129 0.063 0.5 2.7 -0.6 -0.275
C 0.249 1.131 0.030 4.3 2.7 0.1 -0.272
N -2.077 0.250 -0.074 -3.0 0.5 0.2 -0.363
H 2.086 -0.325 -0.183 -1.4 1.0 0.3 0.349
H 0.468 -2.035 0.072 0.0 -2.5 0.0 0.370
H 0.834 2.136 0.046 -1.6 -1.6 -0.1 0.288

***

26
Properties=species:S:1:pos:R:3:forces:R:3:mulliken_charge:R:1 method="wB97M-V/def2-TZVPD" gap_ha=0.229 charge=0 relative_energy_kj_mol=271.4 e_tot_ha=-402.97079
C 0.667 -2.117 0.050 0.3 -0.1 -0.7 0.328
C -0.404 -1.524 0.855 -0.5 0.5 0.0 -0.905
N 0.705 -3.449 -0.148 -0.1 0.3 -0.1 -0.391
N 0.393 -1.148 -1.840 -0.6 0.0 0.8 -0.669
H 1.632 -1.632 0.068 0.0 0.0 0.0 0.294
H 1.436 -3.844 -0.719 0.0 0.0 0.1 0.229
H -0.160 -3.968 -0.123 0.0 0.1 0.0 0.232
H 1.253 -0.982 -2.352 -0.1 0.1 0.1 0.281
H -0.247 -1.654 -2.445 0.1 -0.1 0.0 0.257
H -1.111 -2.266 1.226 0.0 0.0 -0.1 0.358
H -0.934 -0.719 0.262 0.2 -0.3 0.2 0.472
H 0.014 -0.947 1.683 0.1 -0.2 0.0 0.229
C -1.892 2.691 0.670 0.0 0.0 0.0 -1.475
C 1.740 1.282 0.400 0.0 -0.1 0.0 -0.849
C -0.736 1.822 0.215 0.1 -0.1 0.1 0.790
N -1.003 0.888 -0.746 0.0 0.0 -0.3 -0.865
C 0.480 1.982 0.808 -0.2 0.1 0.0 -0.605
H -1.930 1.034 -1.136 0.0 0.1 0.1 0.025
H -0.143 -0.208 -1.516 0.5 -0.2 0.1 0.336
H 0.572 2.725 1.591 -0.1 0.0 0.0 0.267
H -2.705 2.071 1.062 0.0 0.0 0.0 0.316
H -1.597 3.402 1.444 0.0 -0.1 0.0 0.351
H -2.294 3.260 -0.175 0.0 0.0 0.0 0.326
H 2.601 1.956 0.454 0.0 0.0 0.0 0.441
H 1.991 0.420 1.041 0.0 0.0 -0.1 0.072
H 1.673 0.923 -0.630 0.0 0.0 0.0 0.155

***

14
Properties=species:S:1:pos:R:3:forces:R:3:mulliken_charge:R:1 method="wB97M-V/def2-TZVPD" gap_ha=0.314 charge=+1 relative_energy_kj_mol=0.0 e_tot_ha=-553.86889
O -1.976 -0.398 -1.115 2.0 0.5 -2.5 -0.358
C -0.875 -0.043 -1.461 -5.4 -1.2 3.2 0.821
C -0.566 0.846 -2.597 1.2 0.4 -0.3 -0.936
H -1.439 1.432 -2.901 -0.2 -0.6 0.4 0.312
H 0.164 1.611 -2.299 0.3 -0.5 -0.4 0.283
H -0.267 0.240 -3.464 0.3 0.4 0.2 0.305
O 0.073 -0.325 -0.309 1.2 1.3 -2.4 -0.182
Tl 2.335 0.419 0.129 1.4 0.3 -0.2 0.773
C -0.549 -0.219 0.851 -1.8 -0.6 1.3 -0.225
O 0.342 0.257 1.664 1.7 -0.3 0.2 -0.125
C 0.262 0.013 3.080 -0.4 0.3 0.8 -0.543
H 0.648 0.911 3.571 -0.2 -0.2 -0.1 0.244
H -0.781 -0.168 3.353 0.2 0.0 -0.1 0.324
H 0.900 -0.840 3.329 -0.2 0.1 -0.2 0.306

***

51
Properties=species:S:1:pos:R:3:forces:R:3:mulliken_charge:R:1 method="wB97M-V/def2-TZVPD" gap_ha="0.198 / 0.119" charge=+3 relative_energy_kj_mol=88.5 spin_multiplicity=2 e_tot_ha=-2376.87393
Ir 0.868 0.742 -0.100 0.2 0.2 -0.7 1.043
N 3.685 -1.002 1.396 0.1 0.0 -0.1 -0.140
C 3.814 0.222 0.950 -0.1 0.0 0.0 0.470
N 2.802 1.019 0.565 0.2 -0.1 0.2 -0.154
C 3.265 2.329 0.395 -0.2 -0.1 0.0 0.027
C 4.625 2.475 0.528 0.1 0.0 0.0 -0.429
S 5.378 1.009 0.922 0.0 0.1 0.0 -0.024
C 2.292 3.301 0.072 0.1 0.0 0.1 0.492
C 2.429 4.688 0.033 0.0 0.0 0.0 -0.416
S 0.970 5.436 -0.340 0.0 0.0 0.0 -0.013
C 0.200 3.855 -0.473 0.1 0.0 -0.1 0.596
N 1.030 2.841 -0.198 -0.1 -0.1 0.3 -0.196
N -1.045 3.727 -0.854 0.0 -0.1 0.0 -0.208
H 2.768 -1.403 1.524 0.0 0.0 0.0 0.207
H 4.481 -1.630 1.415 0.0 0.0 0.1 0.278
H 5.205 3.376 0.391 0.0 0.0 0.0 0.440
H 3.322 5.265 0.224 0.0 0.0 0.0 0.420
H -1.624 4.532 -1.054 0.0 0.0 0.0 0.237
H -1.396 2.798 -1.074 0.0 0.0 0.0 0.211
O -0.911 0.860 -1.084 -0.2 -0.4 0.1 -0.915
C -1.588 0.540 -0.015 0.3 0.0 0.1 1.281
O -0.741 0.375 0.976 -0.3 0.3 0.2 -0.726
C -2.986 0.409 0.090 0.0 0.0 0.2 0.177
C -3.746 0.374 -1.094 -0.1 0.0 0.0 -0.613
C -5.121 0.231 -1.053 0.1 0.0 -0.1 -1.086
C -5.695 0.132 0.202 -0.1 0.0 0.0 1.013
O -6.979 -0.004 0.485 0.1 0.0 0.0 -0.425
C -7.104 -0.062 1.923 -0.1 0.0 0.1 -0.230
O -5.774 0.044 2.447 0.1 0.0 -0.1 -0.459
C -4.943 0.163 1.392 -0.1 0.0 0.1 0.716
C -3.593 0.295 1.379 0.1 0.0 -0.1 -1.095
H -3.242 0.435 -2.050 0.0 0.0 0.0 0.546
H -5.724 0.187 -1.948 0.0 0.0 0.0 0.485
H -7.537 -1.020 2.201 0.0 0.0 0.0 0.282
H -7.705 0.780 2.259 0.0 0.0 0.0 0.278
H -3.015 0.321 2.292 0.0 0.0 0.0 0.559
N 4.169 -4.307 -2.300 0.0 -0.1 0.0 -0.359
C 3.906 -3.266 -1.514 0.1 0.1 0.1 0.318
O 4.734 -2.463 -1.097 -0.1 -0.1 -0.1 -0.599
C 2.484 -3.055 -1.040 0.0 0.0 0.0 0.029
C 1.674 -4.017 -0.454 0.0 0.0 0.0 -0.288
C 0.529 -3.600 0.215 0.0 0.0 0.0 -0.745
C 0.243 -2.253 0.314 -0.1 0.0 0.0 -0.172
N 1.019 -1.322 -0.277 0.1 0.1 -0.1 -0.213
C 2.087 -1.733 -0.974 0.0 0.0 0.0 -0.216
H 5.124 -4.475 -2.582 0.0 0.0 0.0 0.283
H 3.450 -4.899 -2.680 0.0 0.0 0.0 0.210
H 1.947 -5.065 -0.470 0.0 0.0 0.0 0.502
H -0.124 -4.311 0.700 0.0 0.0 0.0 0.461
H -0.603 -1.899 0.882 0.0 0.0 0.0 0.572
H 2.698 -0.974 -1.446 0.0 0.0 0.0 0.590